(1)
12
Properties=species:S:1:pos:R:3:forces:R:3 method="wB97M-V/def2-TZVPD" gap_ha=0.2927 spin_multiplicity=1 e_above_lowest_ev=6.0363
C -0.875818 0.339865 0.053541 0.22 0.01 0.11
C -0.956719 -1.187539 -0.218951 -0.14 -0.32 -0.03
C 0.507614 -1.596434 -0.154908 0.02 -0.45 -0.03
C 0.827500 -0.313327 0.039426 -0.56 0.04 -0.07
C 1.809159 0.672184 0.154983 -0.78 0.55 0.01
O 1.281828 1.824394 0.215072 0.66 0.02 0.00
H -1.321036 0.605905 1.022484 0.23 -0.04 -0.17
H 0.154502 1.323208 0.116798 0.77 0.35 0.07
H -1.398258 0.909411 -0.732473 0.38 0.03 0.13
H -1.361461 -1.381329 -1.215079 -0.06 -0.20 0.14
H -1.565801 -1.685330 0.535698 -0.05 -0.21 -0.17
H 2.898485 0.488993 0.183404 -0.69 0.21 0.00

---

(2)
10
Properties=species:S:1:pos:R:3:forces:R:3 method="wB97M-V/def2-TZVPD" gap_ha=0.3510 spin_multiplicity=1 e_above_lowest_ev=3.1918
H -1.305200 -1.331750 -0.129737 0.42 0.07 -0.29
N -1.252103 -0.608432 -0.858382 -1.43 1.90 0.82
C -1.310410 0.561588 -0.298604 0.23 -2.68 -2.67
N -1.062178 0.748542 1.057115 1.62 1.20 1.10
N 0.135239 0.516744 1.350835 -1.39 -1.08 -0.19
C 0.922478 -0.270208 0.382671 2.02 -0.80 0.56
O 1.058070 -1.476622 0.452890 -0.68 1.73 0.11
O 1.763507 0.515895 -0.319945 -0.47 -0.53 0.17
H -1.343038 1.464534 -0.924688 -0.18 -0.20 0.45
H 2.393636 -0.120289 -0.712155 -0.16 0.37 -0.06

---

(3)
2
Properties=species:S:1:pos:R:3:forces:R:3 method="wB97M-V/def2-TZVPD" gap_ha=0.2257 spin_multiplicity=1 e_above_lowest_ev=1.0032
C 0.000000 0.000000 0.722234 0.00 0.00 -8.26
C 0.000000 0.000000 -0.722234 0.00 0.00 8.26

---

(4)
131
Properties=species:S:1:pos:R:3:forces:R:3 method="wB97M-V/def2-TZVPD" smiles="FC(F)C(F)(F)COC(F)(F)C(F)F.FC(F)C(F)(F)COC(F)(F)C(F)F.FC(F)C(F)(F)COC(F)(F)C(F)F.FC(F)C(F)(F)COC(F)(F)C(F)F.FC(F)C(F)(F)COC(F)(F)C(F)F.CCOS(C)(=O)=O.CCOS(C)(=O)=O.c1ccncc1" gap_ha=0.3682 spin_multiplicity=1
F -2.685165 1.413215 -0.940889 0.16 -1.51 0.36
C -1.779255 2.385215 -1.165819 -3.66 0.90 -2.26
F -2.059325 3.272665 -0.193209 1.87 0.49 1.05
C -0.401475 1.817625 -1.507989 -1.00 0.13 1.41
F 0.237815 2.621465 -2.362139 0.36 0.87 -0.28
F -0.649885 0.693545 -2.204329 0.34 -0.54 0.51
C 0.395395 1.775475 -0.234049 0.85 -1.28 0.92
O -0.284775 1.199815 0.888881 -0.10 -2.80 1.45
C 0.246855 -0.089155 1.413221 0.48 2.76 0.19
F 0.297085 -0.955715 0.416711 0.09 -0.45 -0.02
F 1.503905 0.151335 1.871501 -0.13 -0.24 -0.43
C -0.609145 -0.660705 2.597231 -3.23 -1.76 -1.72
F -0.387015 -1.933365 3.043601 1.40 -0.54 -1.60
F -0.698645 -0.038795 3.715811 1.04 3.37 2.18
H -2.202975 2.878565 -2.040569 0.70 0.14 -0.67
H 0.491875 2.820985 0.058711 0.62 -0.04 -0.25
H 1.322945 1.224105 -0.388159 0.33 0.56 -0.11
H -1.632835 -0.683645 2.223571 -0.11 -0.06 -0.72
F -6.433115 -14.299025 10.887051 -1.20 -0.12 1.32
C -5.330335 -13.587095 10.703311 2.09 -2.49 -2.37
F -5.525805 -12.925805 9.563871 -0.43 2.30 -0.47
C -4.788625 -12.866405 11.918281 -2.23 0.07 -1.00
F -4.772105 -13.819425 12.867251 0.36 -0.02 0.67
F -5.763495 -11.959015 12.222051 0.62 0.42 0.64
C -3.423505 -12.260405 11.779601 0.43 -0.85 0.58
O -3.415915 -11.306625 10.813421 0.51 4.63 -1.48
C -2.532035 -10.197815 11.015181 -2.05 -0.42 -2.69
F -3.001315 -9.277415 11.830701 -1.18 0.64 1.12
F -1.394235 -10.576415 11.531081 1.60 -0.90 0.39
C -2.280925 -9.476935 9.623701 1.42 -0.55 1.71
F -1.635955 -10.346075 8.867261 0.28 -2.02 -1.65
F -3.381175 -9.064245 9.028491 -0.63 0.27 -0.03
H -4.581485 -14.292185 10.342511 0.58 -0.53 0.85
H -2.722565 -12.945605 11.302861 0.12 -1.14 1.52
H -3.196225 -11.849605 12.763311 0.50 -0.38 0.14
H -1.484735 -8.737845 9.712661 -0.79 1.11 0.73
F 2.748235 -11.323385 -8.763249 -0.49 0.20 0.75
C 4.087415 -11.246765 -8.627769 0.78 -0.64 -2.63
F 4.455005 -9.915325 -8.756159 -0.18 -1.34 1.29
C 4.560445 -12.131835 -7.422299 -1.70 5.33 2.14
F 5.838195 -12.070225 -7.254859 3.78 1.41 -0.04
F 4.360775 -13.381595 -7.575199 -2.29 -3.39 -1.09
C 3.849615 -11.590635 -6.145079 -1.05 -2.54 -0.01
O 4.068135 -10.238935 -5.916699 -0.37 1.16 0.26
C 3.325605 -9.520695 -4.948359 1.11 -0.34 -2.61
F 2.007555 -9.807475 -5.041549 0.15 -0.12 0.34
F 3.775425 -9.844085 -3.753859 -0.19 0.11 0.93
C 3.477415 -8.000735 -5.337689 1.79 -2.31 -2.56
F 2.853215 -7.274685 -4.499749 -1.39 1.95 2.43
F 4.794405 -7.627525 -5.428799 -0.32 -0.31 0.64
H 4.467035 -11.715595 -9.535619 0.40 -0.13 -0.07
H 4.102215 -12.285875 -5.344499 0.80 0.39 0.48
H 2.816465 -11.903805 -6.295509 -0.54 0.80 -0.19
H 3.093575 -7.856075 -6.347559 -0.32 -0.24 -0.06
F 0.342735 2.826215 -10.246929 -0.16 2.62 1.76
C 0.577785 1.740455 -10.922859 -0.23 -1.95 0.89
F 0.195575 2.015335 -12.171299 0.50 -0.62 -0.91
C 2.039315 1.309235 -10.694239 0.90 1.69 -2.57
F 2.261935 0.222365 -11.471099 0.03 -0.34 -0.32
F 2.218575 0.928345 -9.454169 -0.10 -0.13 1.58
C 2.984085 2.449915 -11.135649 -0.03 0.31 -0.70
O 4.351015 2.067115 -10.980229 1.07 0.54 0.49
C 5.328235 3.100555 -11.088749 -3.04 -1.77 -2.22
F 5.371175 3.453885 -12.419659 0.74 -0.28 0.27
F 4.862305 4.168045 -10.504539 0.50 1.40 1.51
C 6.661515 2.514995 -10.646999 0.45 -0.43 -1.29
F 7.691545 3.338635 -10.885979 0.16 0.76 -0.54
F 6.666665 2.278045 -9.368459 -0.46 -0.34 2.39
H -0.021955 0.965755 -10.445109 -0.38 -0.48 -0.58
H 2.741745 3.432205 -10.730069 0.08 -0.39 1.02
H 2.747135 2.664325 -12.177749 0.18 -0.60 -0.45
H 6.841825 1.574445 -11.167529 -0.21 0.01 -0.34
F -5.852865 8.042355 -8.254279 1.28 -1.08 -1.37
C -6.871035 8.468745 -7.548499 1.68 2.12 0.49
F -7.257085 9.664505 -8.083679 -0.91 -0.07 -0.63
C -7.986685 7.509075 -7.471669 -2.45 -0.84 1.90
F -7.657015 6.353515 -6.839549 1.30 -0.40 -0.87
F -8.589315 7.175835 -8.672029 0.80 0.76 1.24
C -9.015195 8.088175 -6.476789 -2.52 -0.91 -1.25
O -8.554675 8.502715 -5.223879 -0.32 1.25 1.60
C -8.926195 7.753875 -4.081279 3.28 0.14 -0.57
F -10.179475 7.450695 -3.929949 -1.83 0.10 -0.42
F -8.246425 6.612785 -4.229779 0.12 -1.29 0.52
C -8.432595 8.426515 -2.758259 1.33 2.31 0.96
F -8.548035 7.716135 -1.615749 -0.69 -1.14 -0.76
F -7.095445 8.744635 -2.800459 -0.29 -0.50 -0.95
H -6.455755 8.808995 -6.599889 -0.47 -0.89 0.67
H -9.749545 7.302615 -6.298619 0.10 -0.39 -0.36
H -9.603795 8.813435 -7.038619 0.27 0.83 0.53
H -8.894165 9.382485 -2.510899 -0.67 -0.02 -0.74
C -4.349395 5.489535 5.539221 -0.09 0.17 0.70
C -3.494545 4.303485 6.012151 -0.57 0.63 -0.73
O -3.610645 4.092195 7.431631 -1.11 -1.64 0.47
S -4.775205 3.030245 8.087911 2.25 0.37 0.83
C -6.037635 4.306305 8.411391 1.05 -1.32 0.15
O -5.197835 2.052925 7.072591 0.76 1.75 1.92
O -4.178335 2.651715 9.412471 -1.82 0.72 -3.82
H -5.426515 5.325575 5.507261 0.02 -0.43 -0.07
H -4.057115 5.871225 4.560981 0.18 -0.19 0.02
H -4.210225 6.282535 6.274001 0.12 0.25 -0.10
H -3.718255 3.423675 5.408841 0.04 -0.28 0.40
H -2.457775 4.590975 5.837311 0.08 -0.28 0.24
H -5.498875 5.024695 9.029251 -0.21 -0.01 -0.07
H -6.753385 3.734165 9.001701 -0.45 0.47 -0.22
H -6.359185 4.728645 7.459371 -0.24 -0.23 0.29
C 5.205425 4.186485 6.622621 0.22 0.44 1.15
C 5.815565 3.357495 7.819821 -1.70 -0.04 -1.81
O 4.911905 3.567655 8.926191 0.54 -0.05 1.98
S 4.796575 2.374115 10.103021 -0.14 1.74 0.72
C 3.451685 1.490985 9.294361 0.33 -0.05 1.10
O 5.949345 1.498965 9.939021 -0.97 1.10 0.81
O 4.412415 3.010795 11.430511 1.26 -2.11 -4.72
H 5.689165 3.989045 5.666001 -0.07 -0.26 0.13
H 5.305335 5.254215 6.817741 0.60 0.11 0.14
H 4.118185 4.153735 6.552331 0.00 -0.93 -0.09
H 5.738935 2.292265 7.601861 0.47 0.00 -0.28
H 6.860065 3.645005 7.940011 -0.19 0.02 0.73
H 3.457785 0.567335 9.873091 -0.61 -0.06 -0.05
H 3.743915 1.243325 8.273901 0.13 0.32 0.12
H 2.527685 2.066745 9.347301 0.12 -0.21 0.07
C 8.978395 8.316145 -2.222339 -0.68 -0.86 -1.88
C 8.310855 7.229525 -2.836789 0.92 0.64 0.65
C 7.200115 6.664475 -2.217749 -0.02 1.57 0.58
N 6.664115 7.201285 -1.081889 1.75 0.19 -0.35
C 7.328565 8.271505 -0.532189 -1.16 -2.68 -0.76
C 8.431675 8.867465 -1.119389 -0.49 0.75 1.71
H 9.848475 8.755925 -2.687049 0.07 -0.04 -0.07
H 8.745115 6.894385 -3.767109 -0.25 -0.52 -0.01
H 6.734255 5.791945 -2.651429 -0.31 0.00 0.09
H 7.006625 8.405915 0.489921 -0.16 0.99 -0.06
H 8.824245 9.758915 -0.652889 0.32 -0.05 0.08

---

(5)
8
Properties=species:S:1:pos:R:3:forces:R:3 method="wB97M-V/def2-TZVPD" charge=-1 gap_ha=0.2676 spin_multiplicity=1 e_above_lowest_ev=3.6342
C 1.901901 -0.549618 -0.145691 4.37 0.84 -0.47
N 2.739052 1.234471 -0.093050 -2.44 -0.49 -0.41
N 2.967630 -1.254575 -0.003556 -2.65 0.08 -0.33
N 3.823093 0.740014 -0.004620 0.42 2.11 0.14
N 4.109026 -0.452528 0.041535 2.77 -2.75 0.02
N -0.326603 0.011213 -0.553739 2.85 -0.65 -1.72
N 0.690982 -0.401272 0.132378 -5.17 1.40 1.25
H -1.076334 0.407245 -0.018996 -0.15 -0.53 1.51

---

(6)
74
Properties=species:S:1:pos:R:3:forces:R:3 method="wB97M-V/def2-TZVPD" charge=-1 gap_ha=0.2332 spin_multiplicity=1 e_above_lowest_ev=1.9769
Ba 1.513162 0.042361 -0.269442 -1.35 1.73 5.94
O 0.847149 1.079362 -2.301593 -0.91 0.00 -1.82
S 0.368369 -0.179871 -2.912146 0.45 -0.21 -0.36
O -0.713569 -0.031917 -3.836720 -0.57 0.16 -0.27
O 0.129327 -1.200892 -1.871077 -0.66 0.00 -1.31
C 1.786411 -0.746298 -3.875673 0.70 -0.15 0.04
C 1.541863 -0.737600 -5.243547 0.15 -0.09 0.15
C 2.534292 -1.050165 -6.163816 -0.19 0.04 -0.04
C 3.791444 -1.369221 -5.715659 0.32 -0.09 -0.04
C 4.070036 -1.390362 -4.353333 -0.16 -0.03 0.12
C 3.101855 -1.093953 -3.402525 -0.73 0.21 -0.52
S 3.705439 -1.138904 -1.691054 0.05 0.09 -0.63
O 5.030387 -1.659466 -1.746303 0.64 -0.27 -0.06
O 2.743775 -1.970500 -0.944760 1.05 -0.38 -0.67
O 3.623860 0.279254 -1.254443 1.81 -0.87 -1.10
H 0.553717 -0.474047 -5.587116 -0.04 0.02 0.05
H 2.305715 -1.032191 -7.223211 0.03 -0.01 0.04
H 4.579614 -1.606925 -6.420172 0.00 0.00 0.02
H 5.061915 -1.649788 -4.011142 -0.03 0.01 0.06
C 1.023654 3.635770 3.733057 -0.58 0.65 0.45
Si 2.019516 2.768644 2.447642 0.09 -0.30 -0.45
C 3.808737 3.070038 2.843016 0.76 0.10 0.15
C 1.679317 3.623421 0.820643 -0.11 0.23 -0.49
N 1.610906 1.147055 2.275971 -0.23 -1.23 0.40
C 1.462048 0.263149 3.291461 -0.04 -0.08 0.34
C 1.889958 0.462483 4.643068 0.05 0.15 -0.08
C 1.721298 -0.456370 5.666928 -0.02 0.00 -0.13
C 1.123120 -1.689744 5.432740 0.02 0.09 -0.03
C 0.710302 -1.962260 4.132808 0.04 -0.02 0.29
C 0.853724 -1.022390 3.139527 -0.03 -0.01 -0.78
O 0.496533 -1.393797 1.810018 -0.20 -0.39 0.36
C -0.644537 -2.135115 1.568914 0.69 0.81 0.53
C -1.811753 -1.886706 2.277150 -0.27 -0.10 -0.02
C -2.969523 -2.553236 1.912991 -0.04 -0.05 -0.04
C -2.965212 -3.453756 0.845088 0.03 0.10 0.09
C -1.782469 -3.688631 0.159613 0.18 0.08 0.01
C -0.604848 -3.036364 0.528321 -0.25 -0.33 -0.39
H 1.169963 4.722535 3.651700 -0.05 -0.13 0.08
H 1.265709 3.336318 4.755725 -0.02 0.03 -0.07
H -0.039974 3.428679 3.561058 0.10 0.05 0.05
H 4.086708 4.110852 2.626704 0.01 -0.13 0.11
H 4.458344 2.420049 2.243242 -0.09 0.10 0.05
H 4.030335 2.864549 3.898136 0.02 0.06 -0.13
H 2.290294 4.532187 0.740862 -0.20 -0.01 0.02
H 0.617818 3.890517 0.754127 0.15 0.04 0.01
H 1.898819 3.046025 -0.088758 0.07 -0.02 0.21
H 2.396301 1.394742 4.872204 -0.04 -0.05 -0.03
H 2.080102 -0.206373 6.660446 -0.01 0.00 -0.03
H 0.995428 -2.423424 6.218450 0.02 0.03 -0.01
H 0.268994 -2.923735 3.896965 -0.01 0.03 -0.07
H -1.796496 -1.166196 3.083614 -0.02 -0.01 0.01
H -3.882606 -2.358743 2.464762 -0.01 -0.04 -0.05
H -3.872532 -3.968275 0.552949 0.00 0.02 0.04
H -1.762513 -4.380589 -0.674412 -0.01 0.03 0.04
H 0.319032 -3.197764 -0.015813 -0.03 0.04 0.06
C -4.023034 -0.935745 -2.541397 0.15 -0.15 -0.01
C -4.607400 0.414552 -2.120804 -0.05 0.01 -0.13
C -3.975777 1.552862 -2.921108 -0.02 0.12 -0.07
C -4.530917 0.684025 -0.618036 0.63 0.24 0.17
N -3.170213 1.033656 -0.165089 -1.14 0.13 -0.09
C -2.090789 0.275862 -0.151827 0.56 -0.67 0.03
N -1.074409 0.960003 0.317640 -1.15 1.09 -0.07
N -1.588961 2.207455 0.584725 -0.28 -0.61 -0.04
N -2.851136 2.249273 0.313020 0.81 -0.22 -0.10
H -4.391220 -1.223795 -3.529691 -0.01 0.08 0.06
H -4.281246 -1.740509 -1.844436 -0.05 0.09 -0.02
H -2.932466 -0.901682 -2.628351 -0.06 0.06 0.06
H -5.680842 0.404571 -2.339187 -0.03 -0.06 0.04
H -2.886619 1.522019 -2.857183 0.00 -0.01 0.03
H -4.310726 2.534828 -2.572104 0.00 -0.09 0.00
H -4.234043 1.467820 -3.979824 0.02 -0.05 0.08
H -4.860299 -0.168599 -0.025285 -0.03 -0.10 -0.06
H -5.148849 1.538882 -0.358115 0.01 0.10 0.04
H -2.080314 -0.757903 -0.470136 0.11 0.12 0.02

---

(7)
14
Properties=species:S:1:pos:R:3:forces:R:3 method="wB97M-V/def2-TZVPD" smiles="C[C@H]1C[C@H]1C=O" gap_ha=0.3956 spin_multiplicity=1 e_above_lowest_ev=1.1544
C 0.526344 1.209681 1.024393 0.01 -0.03 0.06
C 0.164199 0.778254 -0.379953 0.04 0.11 0.00
C 0.798599 -0.418209 -0.994279 0.19 -0.08 -0.05
C -0.688485 -0.440846 -0.687203 -0.23 -0.09 -0.06
C -1.156499 -1.383780 0.354722 -0.14 -0.08 -0.08
O -2.144391 -2.072576 0.239558 0.34 0.28 0.10
H 0.561707 0.367274 1.721034 0.02 0.12 -0.11
H 1.517725 1.675690 1.028090 -0.15 -0.02 -0.01
H -0.191323 1.937877 1.415280 0.07 -0.13 -0.05
H -0.024007 1.606360 -1.061008 0.02 -0.15 0.10
H 1.440589 -1.022947 -0.356263 -0.12 0.09 -0.07
H 1.088502 -0.406451 -2.040324 -0.06 0.01 0.17
H -1.371303 -0.371216 -1.528931 0.11 0.00 0.10
H -0.521657 -1.459111 1.264885 -0.09 -0.03 -0.11

---

(8)
18
Properties=species:S:1:pos:R:3:forces:R:3 method="wB97M-V/def2-TZVPD" smiles="C/C=C/CCC[O-]" charge=-1 gap_ha=0.2176 spin_multiplicity=1 e_above_lowest_ev=0.6934
C -2.157773 0.442722 -1.743350 -0.35 -0.81 -0.54
C -0.758097 0.788975 -1.355873 0.11 0.45 0.98
C 0.270654 -0.044365 -1.191777 -0.26 0.44 -0.62
C 1.359568 0.160358 -0.176092 0.99 -0.86 -0.21
C 0.888210 0.232562 1.272197 -0.54 1.43 0.73
C 0.727893 -1.093123 2.067240 0.30 0.23 -0.55
O 0.447636 -0.930037 3.350638 -0.09 -0.01 0.20
H -2.837707 0.640254 -0.910418 0.16 0.29 0.07
H -2.589795 0.922671 -2.624675 0.18 0.22 -0.05
H -2.263608 -0.639608 -1.875982 0.18 0.05 -0.25
H -0.652507 1.757246 -0.860191 -0.17 -0.13 0.18
H 0.332881 -0.915384 -1.843518 -0.33 -0.41 0.53
H 1.997439 -0.735022 -0.243855 0.04 0.07 0.04
H 2.057044 0.971776 -0.409711 -0.31 0.26 -0.15
H 1.511968 0.894509 1.891631 0.60 -0.41 -0.20
H -0.027800 0.835901 1.332105 -0.41 -0.43 -0.20
H 1.722416 -1.597484 1.839446 -0.11 -0.23 0.11
H -0.028423 -1.691951 1.482185 0.01 -0.16 -0.06

---

LUMO for every record listed, in sequence, given in eV: -0.3; -0.6; -4.7; 0.3; 4.0; 2.4; 1.1; 3.7.
Strongest force on any atom for every record listed, in sequence, given in eV/A: 0.952; 3.785; 8.261; 5.992; 5.498; 6.336; 0.450; 1.695.